(A)
The following is a DFT calculation (ωB97M-V with the def2-TZVPD basis set) of a gas-phase ion, C5H11N (charge +1).

Calculated values
* HOMO-LUMO gap (alpha / beta): 9.8614 / 4.0209 eV
* expectation value of S²: 0.764

Geometry as ORCA input:
```
! RIJCOSX wB97M-V def2-TZVPD def2/J DEFGRID3
* xyz 1 2
C -0.0041 0.4167 1.9654
C -0.0432 -0.7343 0.6578
C -0.4803 0.0711 -0.7054
C 0.6414 0.7812 -1.2596
C 0.7948 1.1044 -2.5822
N -0.7438 -1.9533 0.8451
H 0.4571 -0.0598 2.8214
H 0.6609 1.1525 1.6055
H -0.9575 0.6994 2.2333
H 1.0487 -0.9246 0.5093
H -1.2530 0.8858 -0.6185
H -1.0355 -0.8143 -1.2877
H 1.4019 1.1466 -0.5131
H 1.4706 1.9134 -2.8895
H 0.2816 0.5479 -3.2403
H -0.5266 -2.2282 1.7840
H -1.7130 -2.0046 0.6745
*
```



(B)
The following is a DFT calculation (ωB97M-V with the def2-TZVPD basis set) of 2 unconnected molecules or ions with the total composition C5H11N.

Calculated values
* HOMO-LUMO gap (alpha / beta): 7.4771 / 3.6211 eV
* expectation value of S²: 0.760

Geometry as ORCA input:
```
! RIJCOSX wB97M-V def2-TZVPD def2/J DEFGRID3
* xyz 1 2
C 2.0321 -1.7272 -1.5082
C 1.7576 -0.2935 -1.7213
C 0.5966 0.2105 -2.0736
H 1.5934 -2.4893 -2.1811
H 3.1157 -1.8739 -1.5166
H 1.7086 -1.9795 -0.4588
H 2.6022 0.3461 -1.9108
H 0.3968 1.1978 -2.4199
H -0.1899 -0.5878 -2.1655
C -0.4020 1.0224 2.0933
C -2.4408 0.2539 1.1252
N -1.8740 0.7183 2.1846
H 0.1563 0.3980 1.3831
H -0.0315 0.7841 3.0901
H -0.2193 2.1444 1.9915
H -3.4464 -0.2448 1.1155
H -1.8282 0.4803 0.2874
*
```



Least stable = (B)



(A)
The following is a DFT calculation (ωB97M-V with the def2-TZVPD basis set) of C20H27FN4O4 in the gas phase.

Calculated values
* HOMO-LUMO gap: 9.3472 eV

Geometry as ORCA input:
```
! RIJCOSX wB97M-V def2-TZVPD def2/J DEFGRID3
* xyz 0 1
C -1.0645 -1.2743 -3.0259
C 0.0522 -0.2999 -2.6873
N 0.0958 0.0273 -1.2588
C -0.8349 1.0956 -0.8938
C -1.0250 1.3342 0.6202
C -0.7979 2.7876 0.9934
N -2.3637 0.9274 1.0478
C -2.6568 -0.3632 1.3267
O -1.8463 -1.2705 1.2082
C -4.0541 -0.6032 1.7725
C -5.1855 0.1852 1.6475
C -6.1943 -0.5931 2.2248
O -7.4955 -0.2521 2.3358
N -5.7398 -1.7473 2.6750
N -4.4243 -1.7419 2.3923
C -3.6230 -2.8972 2.7548
C 1.3287 0.0340 -0.6419
O 1.6466 0.8607 0.1889
C 2.2670 -1.1484 -0.9485
C 3.4646 -0.7517 -1.8197
C 4.2062 0.4742 -1.3525
C 4.0334 1.6915 -1.9997
C 4.6827 2.8378 -1.5642
C 5.5096 2.7421 -0.4657
F 6.1475 3.8507 -0.0312
C 5.7118 1.5506 0.2016
C 5.0550 0.4176 -0.2508
O 2.7817 -1.6586 0.2551
C 1.7828 -2.1994 1.1010
H -1.1043 -1.4555 -4.1006
H -0.9050 -2.2258 -2.5179
H -2.0358 -0.8894 -2.7144
H 1.0077 -0.7146 -2.9973
H -0.0717 0.6336 -3.2500
H -0.4948 2.0312 -1.3600
H -1.7997 0.8491 -1.3349
H -0.3277 0.7145 1.1721
H 0.2258 3.0593 0.7413
H -1.4746 3.4512 0.4474
H -0.9442 2.9436 2.0624
H -3.0445 1.6340 1.2698
H -5.2850 1.1530 1.1880
H -7.9518 -0.9848 2.7676
H -3.3588 -3.4746 1.8716
H -2.7078 -2.5824 3.2475
H -4.2304 -3.4949 3.4281
H 1.6956 -1.9378 -1.4553
H 4.1305 -1.6170 -1.8219
H 3.1348 -0.6029 -2.8501
H 3.3762 1.7522 -2.8603
H 4.5559 3.7900 -2.0607
H 6.3703 1.5226 1.0588
H 5.1860 -0.5222 0.2692
H 2.2933 -2.6068 1.9702
H 1.0672 -1.4404 1.4288
H 1.2330 -3.0011 0.5948
*
```



(B)
The following is a DFT calculation (ωB97M-V with the def2-TZVPD basis set) of C20H27FN4O4 in the gas phase.

Calculated values
* HOMO-LUMO gap: 9.1563 eV

Geometry as ORCA input:
```
! RIJCOSX wB97M-V def2-TZVPD def2/J DEFGRID3
* xyz 0 1
C -1.2174 3.9057 1.2981
C -0.3091 2.7808 0.8185
N -0.1267 1.6926 1.7836
C 1.2544 1.3602 2.1443
C 2.2077 1.1495 0.9766
C 3.6537 1.1573 1.4582
N 1.8620 -0.1362 0.3786
C 2.3329 -0.5117 -0.8327
O 2.9985 0.2269 -1.5441
C 2.0206 -1.9153 -1.2012
C 1.5887 -2.9672 -0.4122
C 1.5218 -4.0378 -1.3092
O 1.1362 -5.2997 -1.0167
N 1.8801 -3.6929 -2.5324
N 2.1871 -2.3868 -2.4522
C 2.6238 -1.6882 -3.6467
C -1.0262 0.6620 1.9135
O -0.7000 -0.4266 2.3571
C -2.5142 0.9311 1.6170
C -2.8602 1.1441 0.1414
C -2.1698 0.2432 -0.8543
C -1.7370 0.7676 -2.0680
C -1.1931 -0.0436 -3.0540
C -1.0903 -1.3948 -2.8029
F -0.6005 -2.1965 -3.7698
C -1.4787 -1.9517 -1.6008
C -2.0173 -1.1246 -0.6265
O -3.2872 -0.1461 2.0699
C -3.4062 -0.2125 3.4762
H -1.1636 4.7386 0.5953
H -2.2642 3.6163 1.3823
H -0.8870 4.2635 2.2739
H -0.6126 2.3900 -0.1530
H 0.6752 3.2176 0.6680
H 1.6466 2.1829 2.7515
H 1.2394 0.4750 2.7726
H 2.0948 1.9181 0.2116
H 3.9063 2.1238 1.8979
H 3.8101 0.3817 2.2104
H 4.3245 0.9729 0.6212
H 1.1694 -0.7096 0.8382
H 1.3654 -2.9764 0.6404
H 1.1969 -5.8148 -1.8312
H 2.0496 -0.7753 -3.7804
H 3.6777 -1.4293 -3.5781
H 2.4491 -2.3662 -4.4763
H -2.8004 1.8314 2.1786
H -3.9401 0.9872 0.0832
H -2.6914 2.1830 -0.1406
H -1.8460 1.8290 -2.2628
H -0.8688 0.3553 -4.0056
H -1.3641 -3.0152 -1.4401
H -2.3372 -1.5463 0.3176
H -4.0796 -1.0380 3.6936
H -2.4425 -0.3986 3.9541
H -3.8411 0.7148 3.8684
*
```



Least stable = (A)



(A)
The following is a DFT calculation (ωB97M-V with the def2-TZVPD basis set) of C2H5NO3 in the gas phase.

Calculated values
* HOMO-LUMO gap: 10.1937 eV

Geometry as ORCA input:
```
! RIJCOSX wB97M-V def2-TZVPD def2/J DEFGRID3
* xyz 0 1
O -1.5336 -0.2985 -1.6594
C -0.7949 0.1611 -0.7962
O -1.1102 1.3023 -0.1231
C 0.6661 -0.1440 -0.9018
N 0.3431 -0.7615 0.6126
O 0.5992 0.1966 1.6348
H -1.1837 1.1221 0.8311
H 1.3120 0.7363 -0.9814
H 0.8623 -1.0081 -1.5308
H 1.0336 -1.5025 0.7212
H -0.1939 0.1961 2.1930
*
```



(B)
The following is a DFT calculation (ωB97M-V with the def2-TZVPD basis set) of a molecular structure, C2H5NO3.

Calculated values
* HOMO-LUMO gap: 10.4591 eV

Geometry as ORCA input:
```
! RIJCOSX wB97M-V def2-TZVPD def2/J DEFGRID3
* xyz 0 1
C -0.2919 -0.5385 1.0165
C -0.1522 0.2693 -0.2383
N -0.7145 -0.1077 -1.4108
O 1.3634 -0.6783 0.0376
O -0.2919 0.0894 2.0774
O -0.0363 1.5669 -0.0190
H -0.1012 1.6395 0.9686
H 1.9979 -0.0964 0.4790
H -0.6003 -1.5853 0.9251
H -0.6040 -1.0825 -1.6494
H -0.5688 0.5235 -2.1866
*
```



Least stable = (A)



(A)
The following is a DFT calculation (ωB97M-V with the def2-TZVPD basis set) of 2 unconnected molecules or ions with the total composition C2H5NO3.

Calculated values
* HOMO-LUMO gap: 10.8803 eV

Geometry as ORCA input:
```
! RIJCOSX wB97M-V def2-TZVPD def2/J DEFGRID3
* xyz 0 1
N -0.7950 0.9699 1.8002
C -0.1330 -0.1199 1.3848
O -0.6010 -0.9602 0.6389
H -1.6787 1.2014 1.3809
H -0.3434 1.5661 2.4681
H 0.9258 -0.1451 1.6940
O -0.2652 0.5955 -1.9921
C 0.5891 -0.2400 -2.1751
O 0.6189 -1.4559 -1.6523
H 1.4536 0.0025 -2.8081
H 0.2289 -1.4143 -0.7393
*
```



(B)
The following is a DFT calculation (ωB97M-V with the def2-TZVPD basis set) of a molecular structure, C2H5NO3.

Calculated values
* HOMO-LUMO gap (alpha / beta): 8.8552 / 8.8666 eV

Geometry as ORCA input:
```
! RIJCOSX wB97M-V def2-TZVPD def2/J DEFGRID3
* xyz 0 1
C -1.1729 -0.2837 0.2280
C 0.6169 0.4514 0.3636
O 2.8235 0.5936 0.1935
O -2.0260 0.7551 0.0912
O -1.2003 -1.1312 -0.8283
N 1.2832 -0.5063 0.1010
H 3.3321 0.3134 -0.5810
H -2.0450 1.0361 -0.8362
H -0.9439 -2.0211 -0.5428
H -1.2664 -0.7152 1.2260
H 0.5989 1.5080 0.5850
*
```



Least stable = (B)



(A)
The following is a DFT calculation (ωB97M-V with the def2-TZVPD basis set) of 2 unconnected molecules or ions with the total composition C2H5NO3.

Calculated values
* HOMO-LUMO gap: 10.4804 eV

Geometry as ORCA input:
```
! RIJCOSX wB97M-V def2-TZVPD def2/J DEFGRID3
* xyz 0 1
C 1.0813 -0.9379 -1.5600
N 0.0232 -1.3333 -1.0268
O -0.1238 -1.0447 0.5250
H 1.7535 -0.2144 -1.0978
H 1.1519 -1.1120 -2.6285
H 0.7499 -0.8525 0.9188
O -0.5981 1.2931 -0.4833
C -0.8837 0.7755 0.5910
O -0.2727 1.2486 1.7445
H -1.9317 0.4600 0.7654
H -0.9498 1.7176 2.2517
*
```



(B)
The following is a DFT calculation (ωB97M-V with the def2-TZVPD basis set) of C2H5NO3 in the gas phase.

Calculated values
* HOMO-LUMO gap: 10.9749 eV

Geometry as ORCA input:
```
! RIJCOSX wB97M-V def2-TZVPD def2/J DEFGRID3
* xyz 0 1
C 1.6831 0.0269 -0.4377
O 0.3275 0.3520 -0.5544
C -0.2626 -0.4559 0.3401
O 0.1736 -1.4535 0.7905
N -1.5955 -0.0512 0.5305
O -2.1952 0.8482 -0.3825
H 1.8254 -0.2661 0.6911
H 2.3232 0.9395 -0.6860
H 1.9681 -0.7483 -1.2316
H -2.0555 -0.8695 0.9066
H -2.1923 1.6778 0.0334
*
```



Least stable = (A)



(A)
The following is a DFT calculation (ωB97M-V with the def2-TZVPD basis set) of 2 unconnected molecules or ions with the total composition C3H6O5.

Calculated values
* HOMO-LUMO gap: 11.0523 eV

Geometry as ORCA input:
```
! RIJCOSX wB97M-V def2-TZVPD def2/J DEFGRID3
* xyz 0 1
O 1.5678 -1.5767 0.6192
C 1.2598 -0.4417 0.2186
O 0.0000 0.0000 0.0000
C 2.2603 0.6292 -0.1400
C 2.5116 1.3933 1.1827
O 3.1783 0.9589 2.1759
O 2.0664 2.6856 1.1763
H -0.5789 -0.8043 0.1000
H 3.1665 0.2501 -0.6504
H 1.8339 1.4362 -0.7664
H 2.0543 3.0912 2.0859
O -2.6934 -2.5902 0.9736
H -2.4001 -3.4180 1.4173
H -3.0352 -2.0254 1.7033
*
```



(B)
The following is a DFT calculation (ωB97M-V with the def2-TZVPD basis set) of C3H6O5 in the gas phase.

Calculated values
* HOMO-LUMO gap: 11.2717 eV

Geometry as ORCA input:
```
! RIJCOSX wB97M-V def2-TZVPD def2/J DEFGRID3
* xyz 0 1
O -1.1770 1.3784 1.5251
C -0.3257 0.6093 1.1829
O 0.9779 0.8566 1.2811
C -0.6070 -0.7676 0.5504
O 0.4840 -1.5913 0.8178
O -0.8872 -0.6764 -0.8224
C -0.1817 0.3068 -1.5537
O 1.1868 0.1298 -1.5839
H 1.1384 1.7135 1.7113
H -1.5320 -1.1640 1.0032
H 0.3835 -2.4097 0.3158
H -0.5451 0.2047 -2.5794
H -0.4513 1.3082 -1.1680
H 1.5363 0.1015 -0.6802
*
```



Least stable = (B)